(1)
65
Properties=species:S:1:pos:R:3 method="wB97M-V/def2-TZVPD" orbital_gap_ev="4.51 / 6.52" e_lumo_ev="-0.756 / -2.695" homo_energy_ev="-5.3 / -9.2" spin_multiplicity=3 charge=0 s2=2.01
O 1.275 -1.522 5.120
H 0.791 -3.284 0.969
O 1.164 3.059 2.196
H 0.151 6.078 1.779
H -5.012 1.444 2.226
C 0.886 5.280 1.884
O 2.741 -2.585 -1.530
N -4.829 1.006 1.334
H -0.720 -6.218 0.423
O -0.127 0.807 0.653
H 0.674 -1.250 -2.115
H 0.797 0.636 -3.071
O -0.053 -3.740 0.948
H 0.388 4.344 3.591
C 0.894 0.235 0.258
O -3.436 0.996 -0.395
H -0.630 0.092 3.287
H -2.111 -0.423 -3.682
N -0.509 -0.622 3.991
C -1.371 0.286 -3.311
C -0.537 3.685 -1.555
C 0.157 -0.167 -3.436
H 2.536 -0.292 3.551
C -0.221 -4.276 -0.373
H -1.627 0.490 -2.271
H -0.688 3.790 2.188
H -2.148 -5.191 0.224
C 0.794 -0.871 4.223
H -0.556 -3.525 -1.089
H 0.487 2.347 -0.551
H -2.422 3.810 -0.942
N -1.554 3.321 -0.777
H -1.822 1.417 1.401
H 1.208 0.522 2.739
H 5.143 -3.430 -1.628
H -1.525 1.248 -3.799
H 3.065 -3.710 -4.308
N 4.500 -3.516 -2.402
N 1.549 -0.095 3.462
N -2.751 1.204 1.736
O 0.272 -1.411 -2.972
O 1.985 0.701 0.558
H -3.029 1.373 2.692
H 4.644 -4.269 -3.061
H -1.416 2.489 -0.222
H 0.692 -4.537 -0.908
C -3.692 1.172 0.769
H 1.354 2.884 -1.863
O -0.601 4.578 -2.383
H -1.450 -5.951 -1.178
N 2.558 -3.451 -3.473
K -1.853 -1.534 0.456
C 3.258 -3.093 -2.423
H 0.684 2.393 1.697
C -1.199 -5.484 -0.226
H 1.795 -2.790 -3.511
Ag 3.247 -1.059 0.033
C 0.305 4.070 2.539
H -1.318 -0.971 4.485
H -5.638 0.793 0.767
N 0.561 3.060 -1.263
O 0.904 -0.919 -0.227
H 1.186 5.131 0.847
H 0.473 -0.306 -4.470
H 1.729 5.752 2.391



(2)
63
Properties=species:S:1:pos:R:3 method="wB97M-V/def2-TZVPD" orbital_gap_ev=2.55 e_lumo_ev=-9.289 homo_energy_ev=-11.8 charge=+1
C 2.382 -3.479 -1.824
O 4.341 4.474 -3.959
H 0.244 4.023 -3.678
O 1.319 -2.718 -1.178
C 1.602 4.129 -1.965
H 2.036 -0.593 -4.111
O 2.852 -2.254 2.108
O 0.025 -0.981 -3.723
H -4.433 1.298 0.671
H -3.124 -0.858 1.259
H 3.110 -2.409 4.174
H -5.062 -1.203 3.335
C 2.830 -3.004 3.304
H 0.562 5.687 -3.136
H 0.972 -0.547 -5.502
H -3.026 0.120 -1.390
H 1.688 -2.200 -0.446
H 1.518 4.657 0.238
F 1.021 1.070 -0.850
H -3.376 -1.049 3.706
H -4.051 0.274 2.850
Be -0.955 -2.792 -1.951
H 1.888 -3.526 3.525
C -1.332 -3.333 1.758
F -1.157 1.860 -0.241
F 0.546 1.360 1.512
C -4.391 1.244 -0.423
O -3.833 0.021 -0.888
H -0.970 0.598 4.368
C -0.075 -0.011 4.524
H -2.030 -4.048 2.193
H -0.165 -0.867 3.841
H -0.019 -0.124 -3.282
H -0.577 -4.682 0.536
H -5.436 1.329 -0.713
H 0.977 0.981 3.178
O -0.992 -3.818 0.448
F 0.658 -0.935 0.701
O 2.100 4.741 -4.133
H 1.430 -2.096 -4.845
C 0.986 4.688 -3.237
H 0.114 -0.360 5.533
C -4.131 -0.813 2.937
As -0.214 0.494 0.221
C 3.254 4.454 -3.494
O 3.004 4.229 -2.167
H 3.241 -2.829 -1.987
F -1.519 0.076 1.284
H 0.109 5.028 -0.719
H 1.333 3.089 -1.793
O -3.808 -1.389 1.687
H -3.708 2.046 -0.699
H 1.627 5.975 -0.842
H 2.688 -4.113 -0.989
H 3.499 -3.862 3.223
C 1.199 4.974 -0.755
H -1.895 -2.407 1.668
H 2.097 -4.015 -2.720
F -0.778 -0.506 -1.170
O 1.007 0.834 4.131
C 1.173 -1.077 -4.568
H 2.066 -1.699 2.102
H -0.442 -3.153 2.360



(3)
59
Properties=species:S:1:pos:R:3 method="wB97M-V/def2-TZVPD" orbital_gap_ev=6.87 e_lumo_ev=2.213 homo_energy_ev=-4.7 e_above_lowest_kcal_mol=99.4 charge=-1
O 2.214 0.315 4.633
N 1.974 -2.153 1.762
C 0.832 0.394 5.062
H -0.868 -5.229 -0.696
H 4.385 0.697 -1.731
H 0.591 1.363 5.499
C 4.193 2.218 -3.118
H -1.923 3.190 0.067
C -4.090 4.162 4.291
C -1.798 -6.975 -1.081
H -2.380 4.933 1.242
N -0.505 -0.921 -8.495
H -3.128 3.856 4.702
H -1.699 -5.634 -2.533
C -1.946 4.072 1.750
H 1.077 1.185 -6.977
H -1.873 4.308 2.812
N -1.162 -6.122 -0.327
H 3.994 -2.330 3.813
C 1.952 -1.689 3.164
H -1.132 -6.366 0.653
H 6.091 1.657 -2.578
Br -0.871 -1.484 -2.539
C 2.943 -2.599 3.923
H 0.611 -0.335 5.842
H 3.342 0.000 3.162
N -2.045 -6.555 -2.305
H -4.736 4.101 1.587
N -2.837 2.765 0.121
H -0.927 -1.027 -9.407
C -2.849 2.907 1.536
H -1.002 3.774 1.294
H 0.108 0.180 4.275
O -4.653 3.162 3.433
O 3.484 2.857 -3.830
H 2.904 0.680 -2.547
C 0.193 0.113 -8.376
H -0.926 -1.612 -7.890
H 1.769 0.318 2.565
O -2.079 -8.086 -0.781
H 1.147 -1.942 1.222
H -3.852 5.008 3.646
H 2.670 -2.515 4.975
N 5.552 2.413 -2.978
N 0.457 0.402 -7.127
H -4.907 2.334 1.825
H -2.659 1.831 -0.222
H 5.958 2.954 -3.728
H 2.013 -3.159 1.837
H 2.788 -3.673 3.817
N 3.828 1.084 -2.479
H -2.497 -7.215 -2.922
O 0.571 0.778 -9.322
H -2.410 2.040 2.029
H -4.797 4.583 5.006
H 0.008 -0.023 -6.328
C 2.296 -0.263 3.321
H 0.918 -1.944 3.396
C -4.307 3.215 2.054



(4)
69
Properties=species:S:1:pos:R:3 method="wB97M-V/def2-TZVPD" orbital_gap_ev=6.48 e_lumo_ev=0.020 homo_energy_ev=-6.5 e_above_lowest_kcal_mol=55.5 charge=0
H -4.723 3.217 -1.825
O -1.560 -0.061 3.467
H 2.677 -1.845 3.808
H 3.229 0.355 -3.565
P -0.249 -0.439 2.572
H -1.971 -0.858 5.275
H 1.942 -2.290 2.323
O -0.154 -3.767 -0.772
S 0.640 -4.011 -1.969
O 1.461 -0.215 -0.596
H -0.761 -1.451 -3.915
C 0.895 1.964 3.004
O 0.360 1.029 2.099
O 1.809 -4.859 -1.650
H 4.367 2.088 2.186
H -3.258 -1.083 4.091
H 0.495 2.305 -1.148
H 1.984 1.923 3.008
H 3.555 -2.835 0.635
O 3.724 -0.821 0.504
H -3.391 -2.204 -0.006
H -4.269 -2.702 -1.877
H -1.101 0.649 -4.654
C 4.377 1.976 1.102
H 0.453 1.902 3.999
H -2.753 -2.293 -2.719
O -0.777 -0.786 -3.223
O 3.063 1.617 0.646
C 0.141 3.202 -0.640
C -0.375 0.444 -3.867
H -4.151 0.415 2.037
O -2.971 2.484 -1.459
H 3.782 1.903 -3.100
H -1.842 -2.074 4.002
H 5.029 1.110 0.991
H -3.527 4.453 -1.465
H 3.225 -2.243 -0.946
O 1.020 -2.643 -2.302
H 4.877 2.850 0.685
O -3.133 1.657 0.955
H -0.262 1.363 -3.291
P 2.822 0.313 -0.286
C 3.183 1.066 -2.741
H 0.590 0.149 -4.280
H 1.398 -2.976 3.845
C -3.873 3.458 -1.187
H 2.176 1.468 -2.628
H -0.057 4.047 -1.299
C -3.183 -2.795 -1.852
H -4.198 0.007 0.332
H 0.635 2.922 2.554
O -2.723 -2.154 -0.693
C 1.705 -2.050 3.359
O 3.783 0.562 -1.562
O -1.469 0.461 -0.683
H 4.901 -2.253 -0.405
H -2.951 -3.859 -1.892
O -0.412 -1.373 1.428
H -5.172 1.420 1.167
C -2.177 -1.060 4.224
Ca -0.446 -1.543 -0.906
C 3.873 -2.081 -0.085
O -0.202 -4.576 -3.045
C -4.261 0.836 1.037
O -1.041 2.864 0.107
H 1.017 3.410 -0.025
H -4.471 3.563 -0.281
O 0.804 -0.975 3.676
P -2.131 1.722 -0.281